6 unconnected molecules or ions with the total composition C19H47N2O7PS at a distorted geometry. Source: OMol25; level of theory: wB97M-V/def2-TZVPD.

LUMO	-0.5245	eV
maximum force	3.04	eV/A
frontier orbital gap	8.007	eV
structure (SMILES)	CP(C)OC(=O)NN=C=S.CC(C)O.CC(C)O.CC(C)O.CC(C)O.CC(C)O

Last column: Mulliken charge in e.
Element x y z (Å)
C: 4.970389 -1.999585 1.514607  -0.955
P: 5.054912 -0.252644 2.053953  0.165
C: 5.581816 0.766300 0.628404  -0.822
O: 3.508809 0.198822 2.610086  -0.242
C: 2.496475 0.116942 1.729550  0.437
O: 2.467044 0.557481 0.607857  -0.529
N: 1.362320 -0.540491 2.294171  0.275
N: 0.206040 -0.151176 1.526136  -0.403
C: -0.196361 -1.011563 0.750483  0.345
S: -0.417104 -1.914520 -0.493699  -0.264
H: 5.065124 -2.134439 0.440300  0.376
H: 5.790803 -2.528651 1.973542  0.341
H: 4.050638 -2.490327 1.811967  0.255
H: 4.852403 1.549417 0.456420  0.114
H: 6.513068 1.244181 0.885214  0.388
H: 5.647951 0.215048 -0.301692  0.310
H: 1.497894 -1.545195 2.314468  0.248
C: -3.696647 1.853226 -2.319426  -1.465
C: -2.926941 0.969840 -3.288844  0.961
C: -3.082459 -0.501648 -2.943659  -0.899
O: -1.540522 1.334956 -3.276824  -0.432
H: -3.322142 1.719473 -1.300601  0.308
H: -3.571552 2.905324 -2.576927  0.376
H: -4.761059 1.615554 -2.329558  0.419
H: -3.280819 1.149291 -4.302253  -0.330
H: -2.680534 -0.691146 -1.943617  0.135
H: -2.526219 -1.125055 -3.640640  0.179
H: -4.126184 -0.811195 -2.965790  0.364
H: -1.212007 1.185366 -2.383182  0.241
C: -2.708954 0.191844 5.758009  -0.866
C: -3.098598 0.567360 4.335551  0.285
C: -3.202395 -0.660196 3.446003  -1.035
O: -2.145649 1.475651 3.790939  -0.522
H: -1.731608 -0.299118 5.767715  -0.003
H: -2.632155 1.083209 6.380667  0.306
H: -3.439111 -0.484386 6.205532  0.380
H: -4.052740 1.095363 4.348323  0.307
H: -2.233743 -1.165400 3.387167  0.184
H: -3.477381 -0.374359 2.430080  0.255
H: -3.941472 -1.368351 3.824078  0.412
H: -1.294611 1.025295 3.766219  0.303
C: -3.463542 -0.062691 -7.247481  -1.221
C: -3.049307 -1.411426 -6.678647  0.599
C: -2.919577 -2.454318 -7.778400  -1.472
O: -3.990705 -1.851248 -5.695580  -0.501
H: -4.438401 -0.139408 -7.737248  0.340
H: -3.554752 0.678965 -6.456130  0.243
H: -2.738566 0.298533 -7.977512  0.365
H: -2.096596 -1.311915 -6.156544  0.289
H: -3.879246 -2.598911 -8.282046  0.357
H: -2.622335 -3.416180 -7.360177  0.357
H: -2.181264 -2.155122 -8.523345  0.377
H: -4.841652 -1.943492 -6.135115  0.326
C: 1.825406 -0.564906 5.831118  -0.876
C: 2.718217 -1.778063 6.065677  0.515
C: 2.260953 -2.579694 7.275693  -1.443
O: 4.080737 -1.382464 6.235801  -0.549
H: 1.864415 0.110677 6.690178  0.465
H: 2.159064 -0.004531 4.958930  0.120
H: 0.787003 -0.863905 5.674746  0.115
H: 2.699723 -2.415016 5.179117  0.209
H: 2.316459 -1.967991 8.179891  0.365
H: 2.906113 -3.445399 7.427147  0.345
H: 1.233232 -2.927141 7.157764  0.361
H: 4.135430 -0.822633 7.015816  0.345
C: 2.522064 2.078996 -3.591722  -1.141
C: 1.962611 3.352963 -2.974359  0.298
C: 1.805898 3.211278 -1.467860  -0.802
O: 0.701275 3.670726 -3.556058  -0.522
H: 1.845420 1.239444 -3.410167  0.253
H: 2.621460 2.189935 -4.671922  0.316
H: 3.499894 1.831486 -3.173957  0.358
H: 2.625273 4.189156 -3.202883  0.322
H: 1.110832 2.398602 -1.239399  0.082
H: 1.392919 4.123650 -1.036505  0.339
H: 2.756078 2.993066 -0.978279  0.205
H: 0.098709 2.940609 -3.361193  0.358

Force components x, y, z for each atom (eV/Å):
C -0.63 0.21 -0.94
P 2.07 0.44 2.18
C -1.14 -0.13 -0.32
O -0.29 -0.79 -1.36
C -0.79 0.17 -0.74
O 0.53 0.00 0.73
N 0.08 1.04 0.17
N -0.46 -1.40 0.31
C 0.93 1.04 -0.52
S -0.59 -0.40 0.11
H -0.08 0.07 -0.23
H 0.23 -0.03 0.32
H -0.22 -0.06 0.22
H -0.19 0.20 0.01
H 0.37 -0.07 0.08
H 0.15 -0.17 -0.18
H 0.00 -0.11 0.17
C 0.00 0.16 -0.08
C -0.04 -0.08 0.55
C 0.18 -0.02 -0.01
O 0.10 0.06 -0.21
H -0.03 -0.08 0.01
H -0.02 -0.01 -0.03
H 0.00 -0.01 0.02
H 0.13 0.05 -0.09
H -0.11 0.07 0.06
H -0.05 -0.01 -0.07
H 0.00 -0.01 -0.02
H -0.04 -0.09 0.06
C -0.07 0.11 0.08
C 0.41 -0.31 0.07
C -0.11 -0.02 -0.15
O -0.23 0.20 0.04
H -0.03 -0.07 -0.05
H -0.03 0.01 -0.01
H 0.01 -0.02 0.00
H 0.04 0.11 -0.06
H 0.00 -0.03 0.10
H -0.05 0.02 0.02
H 0.02 -0.02 0.00
H 0.07 0.00 -0.09
C 0.00 0.05 0.11
C -0.30 -0.02 -0.33
C 0.10 -0.13 0.09
O 0.20 0.07 0.05
H 0.03 -0.05 -0.07
H 0.04 0.03 0.03
H -0.01 0.00 -0.01
H -0.04 -0.01 0.11
H 0.00 0.08 -0.04
H 0.03 0.02 0.01
H -0.01 0.01 -0.01
H -0.07 -0.03 -0.01
C 0.14 0.05 -0.11
C -0.11 0.32 0.46
C 0.04 -0.17 -0.06
O -0.07 -0.19 -0.34
H -0.05 -0.08 0.07
H 0.01 -0.04 -0.03
H 0.00 0.00 0.02
H 0.14 -0.01 -0.03
H -0.07 0.06 -0.03
H -0.01 -0.01 -0.04
H -0.01 0.02 0.02
H -0.03 0.06 0.05
C 0.06 0.04 -0.14
C -0.27 -0.39 0.19
C 0.03 0.17 0.05
O 0.15 0.12 -0.05
H 0.01 0.00 0.08
H 0.02 0.03 0.00
H -0.01 -0.01 0.02
H -0.08 0.07 -0.04
H 0.09 -0.08 0.02
H 0.03 0.03 -0.04
H -0.02 -0.06 0.01
H -0.13 0.04 -0.17